(1)
This record from the Open Molecules 2025 dataset describes C57H73Cl3N7O3SeSi2Ti as an isolated structure at a distorted geometry. The level of theory is wB97M-V/def2-TZVPD.

Calculated values
Strongest force on any atom, eV/Å: 1.699
Total charge: -1
Highest occupied orbital energy, eV: -3.472

The geometry in XYZ format:
```
147
C57H73Cl3N7O3SeSi2Ti (wB97M-V/def2-TZVPD)
Ti -0.2149 -0.3480 -0.2042
C 0.7968 -5.0970 5.0039
C 0.6969 -5.7458 3.6166
C -0.6789 -6.4151 3.4748
C 1.7630 -6.8375 3.5220
C 0.8519 -4.6803 2.5317
C -0.0741 -3.6339 2.4821
C 0.0125 -2.6945 1.4733
N -0.7975 -1.5871 1.2263
C -1.9146 -1.1790 1.9693
C -2.8020 -1.9202 2.7228
C -3.8019 -1.2720 3.4501
C -3.7971 0.1162 3.4738
C -2.9421 0.8991 2.6848
C -2.0991 0.2097 1.8192
O -1.3449 0.7440 0.8445
C -2.8450 2.4174 2.8834
C -3.9490 2.9490 3.7987
C -2.9052 3.2163 1.5768
C -1.4862 2.6843 3.5566
C -4.8414 -2.1115 4.1923
C -5.8059 -1.2518 5.0084
C -4.1402 -3.0853 5.1509
C -5.6542 -2.9075 3.1619
C 1.0653 -2.7405 0.5442
O 1.0354 -1.7047 -0.3227
C 1.9992 -3.7637 0.5606
C 1.8526 -4.7295 1.5711
C 3.0737 -3.9009 -0.5228
C 4.1095 -4.9711 -0.1732
C 2.3749 -4.3042 -1.8295
C 3.8316 -2.5812 -0.7363
H 0.6742 -5.8514 5.7867
H 1.7706 -4.6193 5.1348
H 0.0265 -4.3373 5.1452
H -0.7962 -7.2073 4.2201
H -1.4884 -5.6969 3.6136
H -0.7892 -6.8535 2.4810
H 1.5889 -7.5819 4.3027
H 1.7247 -7.3493 2.5582
H 2.7681 -6.4327 3.6599
H -0.8500 -3.5483 3.2292
H -2.7375 -3.0003 2.7056
H -4.5064 0.6249 4.1085
H -4.9391 2.7212 3.3974
H -3.8803 2.5434 4.8117
H -3.8560 4.0355 3.8691
H -3.8852 3.1344 1.1064
H -2.7174 4.2735 1.7973
H -2.1822 2.8733 0.8450
H -1.4023 2.1319 4.4965
H -0.6727 2.3710 2.8968
H -1.3688 3.7522 3.7666
H -5.2818 -0.6915 5.7867
H -6.3414 -0.5428 4.3741
H -6.5445 -1.8943 5.4941
H -3.4862 -2.5417 5.8368
H -4.8770 -3.6390 5.7401
H -3.5305 -3.8119 4.6106
H -6.1996 -2.2285 2.5028
H -5.0062 -3.5208 2.5341
H -6.3738 -3.5635 3.6619
H 2.5627 -5.5412 1.6047
H 3.6692 -5.9691 -0.1226
H 4.8771 -4.9879 -0.9508
H 4.5988 -4.7590 0.7809
H 1.8105 -5.2295 -1.6915
H 1.6734 -3.5314 -2.1393
H 3.1147 -4.4567 -2.6234
H 4.3741 -2.3022 0.1727
H 4.5606 -2.7066 -1.5432
H 3.1588 -1.7730 -1.0067
C 7.6526 10.6700 -2.4530
O 7.1399 10.2555 -1.2004
C 6.3779 9.1317 -1.1748
C 5.9132 8.7394 0.0788
C 5.1405 7.6029 0.2028
C 4.8092 6.8364 -0.9145
C 5.2661 7.2426 -2.1587
C 6.0484 8.3811 -2.2990
C 3.9701 5.6341 -0.8125
N 3.2503 5.1313 -1.7845
C 2.6392 4.0227 -1.2418
C 3.0046 3.8589 0.0685
N 3.8589 4.9055 0.3384
C 2.5634 2.7665 0.8771
C 2.9140 2.5263 2.2156
C 2.4246 1.4168 2.8514
C 1.6043 0.5340 2.1399
N 1.2783 0.7505 0.8830
C 1.7068 1.8547 0.2531
C 1.2215 2.0705 -1.1115
N 0.3001 1.1992 -1.5966
C -0.1737 1.3750 -2.8141
C 0.2391 2.4432 -3.6272
C 1.1734 3.3192 -3.1610
C 1.6932 3.1368 -1.8643
H 8.2325 11.5676 -2.2597
H 6.8489 10.9032 -3.1554
H 8.3018 9.9060 -2.8877
H 6.1559 9.3492 0.9387
H 4.7679 7.3297 1.1835
H 5.0002 6.6541 -3.0270
H 6.3882 8.6696 -3.2826
H 4.3388 5.0856 1.2013
H 3.5607 3.2162 2.7452
H 2.6557 1.2125 3.8870
H 1.2050 -0.3667 2.5918
H -0.9031 0.6607 -3.1662
H -0.2113 2.5582 -4.6024
H 1.5133 4.1612 -3.7498
C -6.1321 0.6657 -2.8952
Si -5.3294 1.6820 -1.5309
C -6.0434 3.4242 -1.6222
C -5.8522 0.9356 0.1135
Se -3.1272 1.7552 -1.8078
H -7.2279 0.6731 -2.8462
H -5.7882 -0.3686 -2.8195
H -5.8218 1.0502 -3.8693
H -7.1279 3.4442 -1.4616
H -5.8293 3.8490 -2.6061
H -5.5712 4.0676 -0.8752
H -6.9394 0.9838 0.2501
H -5.3749 1.4451 0.9542
H -5.5423 -0.1102 0.1540
N 1.3590 -1.1036 -3.0844
C 1.4638 -1.7240 -4.0540
N 1.6166 -2.4432 -5.1605
C 2.2383 -1.8013 -6.3232
C 1.1986 -1.5744 -7.4112
C 0.5374 -2.9059 -7.8351
C 0.8124 -4.0300 -6.8286
C 0.6584 -3.5462 -5.3980
H 3.0532 -2.4310 -6.6896
H 2.6730 -0.8600 -5.9924
H 1.6680 -1.0822 -8.2654
H 0.4437 -0.8907 -7.0174
H 0.8932 -3.2091 -8.8214
H -0.5413 -2.7611 -7.9151
H 1.8192 -4.4312 -6.9723
H 0.1158 -4.8535 -6.9891
H 0.8674 -4.3465 -4.6873
H -0.3604 -3.2035 -5.2132
Cl -1.2851 -3.7363 -1.5399
Si -1.9557 -1.6791 -1.6724
Cl -3.9217 -2.0264 -1.0335
Cl -2.1264 -1.6360 -3.8101
```

(2)
This record from the Open Molecules 2025 dataset describes a 2-piece molecular cluster, CH7N2O overall at a distorted geometry. The level of theory is wB97M-V/def2-TZVPD.

Calculated values
Strongest force on any atom, eV/Å: 4.622
Total charge: -1
Highest occupied orbital energy, eV: -2.504

The geometry in XYZ format:
```
11
CH7N2O (wB97M-V/def2-TZVPD)
N -1.4335 2.1290 -1.6136
H -1.1842 1.8311 -0.6765
H -1.6727 1.3897 -2.2868
H -0.4153 2.3253 -1.7661
N 0.4689 -0.4690 0.1408
C 0.4570 -1.3979 1.4309
O 1.4969 -2.2219 1.4748
H 1.1965 0.1631 0.4234
H 1.1121 -1.0835 -0.5265
H 0.4429 -0.7158 2.2021
H -0.4687 -1.9503 1.1975
```

(3)
This record from the Open Molecules 2025 dataset describes a 2-piece molecular cluster, C15H37FN3O4S overall. The level of theory is wB97M-V/def2-TZVPD.

Calculated values
Strongest force on any atom, eV/Å: 0.736
Total charge: +1
Highest occupied orbital energy, eV: -10.484

The geometry in XYZ format:
```
61
C15H37FN3O4S (wB97M-V/def2-TZVPD)
C -1.8567 1.3338 -0.2785
C -1.5028 0.3277 -1.3711
O -0.1414 0.5279 -1.7610
C 0.4903 -0.5417 -2.3828
N 0.2362 -0.6246 -3.8325
C 1.3613 -0.3016 -4.7489
C 1.2619 1.1017 -5.3259
C 0.2094 1.3177 -6.4133
C 0.2466 0.3188 -7.5610
N -0.7862 0.6377 -8.5442
S -0.7720 -1.8206 -4.3031
O -0.1307 -2.8041 -5.0992
O -1.6187 -2.1461 -3.2121
F -1.6609 -1.0231 -5.3213
H -2.1718 0.8262 0.6333
H -2.6634 1.9997 -0.5809
H -0.9840 1.9474 -0.0505
H -2.1482 0.4570 -2.2433
H -1.6210 -0.7095 -1.0435
H 1.5617 -0.3703 -2.2808
H 0.2133 -1.4859 -1.9035
H 2.2761 -0.3962 -4.1597
H 1.4108 -1.0751 -5.5133
H 1.0479 1.7814 -4.4952
H 2.2493 1.3785 -5.7074
H 0.3682 2.3126 -6.8388
H -0.7917 1.3311 -5.9689
H 0.1669 -0.7084 -7.1890
H 1.2247 0.4034 -8.0506
H -1.0992 -0.1861 -9.0399
H -1.5985 1.0365 -8.0884
C -1.7636 1.1108 3.7767
C -0.5399 1.0306 4.6662
N -0.3121 -0.3218 5.3153
C -1.5337 -0.6708 6.1096
C 0.8178 -0.2191 6.3260
C 2.2070 0.1186 5.8142
C -0.1033 -1.4537 4.3322
C 0.9674 -1.3274 3.2665
O 0.6538 -0.2885 2.3822
C 1.7307 0.0337 1.5070
H -2.6997 1.0359 4.3274
H -1.7490 2.0875 3.2934
H -1.7346 0.3674 2.9850
H -0.6181 1.7283 5.5009
H 0.3553 1.2658 4.1007
H -1.7472 0.1430 6.7983
H -1.3431 -1.5863 6.6642
H -2.3728 -0.8183 5.4383
H 0.8278 -1.1743 6.8504
H 0.4805 0.5400 7.0308
H 2.7341 -0.7531 5.4370
H 2.7783 0.4973 6.6610
H 2.2115 0.8953 5.0522
H -1.0626 -1.6124 3.8424
H 0.1113 -2.3309 4.9442
H 0.9521 -2.2975 2.7500
H 1.9686 -1.2042 3.6823
H 2.2280 -0.8737 1.1513
H 2.4671 0.6661 2.0121
H 1.3108 0.5658 0.6573
```

(4)
This record from the Open Molecules 2025 dataset describes C4H3BaLiO2 as an isolated structure at a distorted geometry. The level of theory is wB97M-V/def2-TZVPD.

Calculated values
Strongest force on any atom, eV/Å: 5.403
Highest occupied orbital energy, eV: -5.658

The geometry in XYZ format:
```
11
C4H3BaLiO2 (wB97M-V/def2-TZVPD)
Ba -0.8769 -4.7673 0.3502
O -0.4623 -0.6749 -0.4167
C -0.3463 0.0587 0.8230
H -1.2123 0.3613 1.4316
H 0.3469 -0.4772 1.4897
C 1.3968 1.9841 -0.0054
C 0.2595 1.2770 0.1503
C 0.4286 0.7019 -1.1760
O 0.4107 0.8348 -2.3773
Li -2.0323 -1.3348 -1.1224
H 2.0875 2.0364 0.8528
```

(5)
This record from the Open Molecules 2025 dataset describes a 10-piece molecular cluster, C48H79N3O24 overall at a distorted geometry. The level of theory is wB97M-V/def2-TZVPD.

Calculated values
Strongest force on any atom, eV/Å: 4.089
SMILES: Oc1ccc(O)cc1.Oc1ccc(O)cc1.Oc1ccc(O)cc1.COCCNCCOC.COCCNCCOC.COCCNCCOC.O=C1OCCO1.O=C1OCCO1.O=C1OCCO1.O=C1OCCO1
Highest occupied orbital energy, eV: -8.076

The geometry in XYZ format:
```
154
C48H79N3O24 (wB97M-V/def2-TZVPD)
O 5.5750 -18.0751 26.0776
C 4.8104 -18.9583 26.7992
C 4.2559 -18.5399 28.0202
C 3.3405 -19.3858 28.6299
C 3.0604 -20.6481 28.1305
O 2.2200 -21.4669 28.8548
C 3.6395 -21.0399 26.9245
C 4.5342 -20.1933 26.2652
H 5.8820 -17.2960 26.6308
H 4.5401 -17.5585 28.3690
H 2.9547 -19.1055 29.6075
H 2.1998 -22.3578 28.4946
H 3.2877 -21.9364 26.4178
H 4.9511 -20.5096 25.3207
O 10.8057 -16.3385 20.9171
C 9.7478 -16.9918 21.5052
C 9.0776 -16.3701 22.5408
C 8.0623 -17.0357 23.2134
C 7.6797 -18.3077 22.8223
O 6.6744 -18.9974 23.4464
C 8.4110 -18.9628 21.8365
C 9.4125 -18.2910 21.1494
H 11.0255 -16.8335 20.1162
H 9.4572 -15.4131 22.8820
H 7.4726 -16.5381 23.9778
H 6.1151 -18.4012 23.9809
H 8.1200 -19.9790 21.5817
H 9.9257 -18.8505 20.3696
O 7.2359 -21.7925 24.1266
C 6.1116 -22.5299 23.9141
C 6.0124 -23.7517 24.5598
C 4.9254 -24.5726 24.3469
C 3.8541 -24.0780 23.6057
O 2.6959 -24.8434 23.6161
C 3.9174 -22.8290 23.0048
C 5.0534 -22.0504 23.1586
H 7.1419 -20.8393 23.9814
H 6.8533 -24.0715 25.1673
H 4.8682 -25.5594 24.7817
H 2.1192 -24.4921 22.9174
H 3.0833 -22.5944 22.3465
H 5.1682 -21.1570 22.5541
C 9.8432 -20.4996 33.1121
O 8.7333 -19.9442 32.4640
C 9.0079 -18.6656 31.9880
C 7.7428 -18.1837 31.3191
N 6.5713 -18.2115 32.1736
C 5.3577 -17.8386 31.4039
C 4.1165 -18.3866 32.0946
O 4.0258 -19.7646 31.9289
C 2.9828 -20.2908 32.7031
H 10.7628 -20.6191 32.5221
H 9.5834 -21.4979 33.4807
H 10.0938 -19.9224 34.0183
H 9.8613 -18.6687 31.3069
H 9.2660 -17.9987 32.8258
H 7.6304 -18.8308 30.4241
H 7.8431 -17.1514 30.9618
H 6.4013 -19.1926 32.4154
H 5.3533 -18.2935 30.3996
H 5.3245 -16.7483 31.3259
H 3.3390 -17.8441 31.5143
H 4.0260 -18.0969 33.1443
H 2.0595 -19.7693 32.4218
H 3.1104 -20.0975 33.7776
H 2.9305 -21.3603 32.5525
C 8.2616 -21.4932 29.1255
O 8.8879 -20.5495 28.2969
C 8.7668 -20.9332 26.9301
C 9.3000 -19.7896 26.0829
N 8.6525 -18.4520 26.2319
C 9.1333 -17.6849 27.4177
C 8.4680 -16.3301 27.4797
O 7.0541 -16.4661 27.7310
C 6.4029 -15.1934 27.6554
H 8.3955 -21.1499 30.1572
H 8.6889 -22.4956 28.9891
H 7.1667 -21.4950 29.0172
H 7.7230 -21.1856 26.7019
H 9.3886 -21.8363 26.8520
H 9.1372 -20.0772 25.0329
H 10.3777 -19.7000 26.2402
H 7.6923 -18.6871 26.5302
H 10.1971 -17.4592 27.2381
H 9.1268 -18.1831 28.3870
H 8.6684 -15.6902 26.6192
H 8.8092 -15.8320 28.4029
H 5.3186 -15.3184 27.6902
H 6.6443 -14.6750 26.7207
H 6.7004 -14.5582 28.5018
C 9.3430 -32.8396 32.3335
O 9.0300 -31.4910 32.2817
C 8.5572 -31.0672 31.0369
C 8.5943 -29.5341 31.0267
N 7.7999 -28.9880 29.9386
C 7.5081 -27.5658 30.0934
C 8.7279 -26.6752 30.0618
O 8.3516 -25.4400 30.6734
C 9.4368 -24.6717 31.0682
H 9.5870 -33.1088 33.3648
H 10.2583 -33.0520 31.7690
H 8.5054 -33.4815 32.0466
H 7.4867 -31.3327 30.9051
H 9.0871 -31.4554 30.1571
H 9.6416 -29.2511 30.9152
H 8.1717 -29.2061 31.9898
H 6.9697 -29.5301 29.7660
H 6.8676 -27.3966 30.9721
H 6.8931 -27.2965 29.2239
H 9.0567 -26.4413 29.0379
H 9.5701 -27.1469 30.5878
H 9.1010 -23.6452 31.1699
H 10.2195 -24.7118 30.3013
H 9.8410 -25.0587 32.0055
O 10.6215 -13.6702 26.2354
C 11.1250 -14.5272 25.6399
O 11.7003 -14.3565 24.4461
C 12.3041 -15.6106 24.0403
C 11.6025 -16.6170 24.9269
O 11.2290 -15.7920 26.0604
H 12.1215 -15.7703 22.9787
H 13.3697 -15.5023 24.2419
H 12.3099 -17.4094 25.1754
H 10.6608 -17.0877 24.6453
O 3.4258 -25.5426 31.4873
C 4.2473 -24.8292 31.1098
O 4.5324 -24.4986 29.8657
C 5.6403 -23.5389 29.8390
C 5.7886 -23.1270 31.2921
O 5.0150 -24.1260 31.9819
H 6.4599 -24.1712 29.4894
H 5.3881 -22.7272 29.1636
H 5.2672 -22.1988 31.5262
H 6.8375 -23.0417 31.5653
O 11.8903 -20.1166 24.0385
C 11.2410 -21.0430 23.6960
O 10.9836 -22.1240 24.4638
C 10.4463 -23.1739 23.6440
C 9.9959 -22.4152 22.3811
O 10.7846 -21.2169 22.4200
H 11.2420 -23.8866 23.4175
H 9.6875 -23.6715 24.2368
H 8.9195 -22.2492 22.4077
H 10.3033 -23.0008 21.5173
O 6.0892 -11.2933 27.6089
C 6.7417 -11.6139 26.7068
O 6.6039 -12.7393 25.9779
C 7.5286 -12.7732 24.9033
C 8.4138 -11.5258 25.1507
O 7.7078 -10.8139 26.1839
H 8.1968 -13.6412 24.9710
H 7.0514 -12.8178 23.9283
H 8.4228 -10.9014 24.2550
H 9.4278 -11.7415 25.4659
```

Among the records above, which one has the lowest strongest force on any atom?
C15H37FN3O4S

Which value of highest occupied orbital energy does entry 3 give?
-10.484 eV

Look up the strongest force on any atom of the first one.
1.699 eV/Å

Which formula does entry 4 have?
C4H3BaLiO2